A 2-piece molecular cluster, C10H9ClO2 overall. Source: the Open Molecules 2025 dataset; level of theory: ωB97M-V with the def2-TZVPD basis set.

Cartesian coordinates (Å):
C1 -1.507 -1.884 0.009
C2 -2.633 -1.192 0.341
C3 -0.221 -1.375 -0.130
C4 -2.464 0.227 0.501
C5 -0.136 0.045 -0.203
C6 -1.276 0.819 0.142
C7 0.897 2.231 -0.471
C8 -0.249 2.850 -0.169
C9 1.011 0.784 -0.467
C10 2.761 -0.897 -0.309
O1 -1.314 2.142 0.117
O2 2.252 0.384 -0.718
Cl1 0.745 -1.093 2.134
H1 -1.654 -2.916 0.039
H2 -3.507 -1.790 0.583
H3 0.456 -2.095 -0.355
H4 -3.299 0.871 0.712
H5 1.792 2.655 -0.870
H6 -0.497 3.844 -0.274
H7 2.352 -1.777 -0.977
H8 2.669 -0.991 0.728
H9 3.824 -0.842 -0.363

## Properties
Relative energy (zero: lowest compared OMol25 entry of this formula, charge and spin) = 2.8696 eV
Gap between HOMO and LUMO (spin up / spin down) = 0.23806 / 0.23813 Ha
Total charge = 0
E_tot = -27130.3489 eV

A 2-piece molecular cluster, C16H30Cl4F3NO2SSi overall. Source: the Open Molecules 2025 dataset; level of theory: ωB97M-V with the def2-TZVPD basis set.

Cartesian coordinates (Å):
C1 3.161 1.585 2.376
C2 2.376 0.596 3.246
S1 0.577 0.759 3.110
C3 0.093 -0.550 1.942
Si1 -1.054 0.186 0.626
C4 -1.428 -1.116 -0.697
C5 -2.906 -1.288 -1.071
O1 -3.127 -0.624 -2.316
C6 -0.374 1.753 -0.151
C7 0.953 1.691 -0.946
C8 1.778 0.409 -0.851
C9 3.068 0.563 -1.671
N1 4.061 -0.497 -1.492
C10 3.587 -1.826 -1.877
C11 4.754 -0.444 -0.261
C12 4.520 -1.535 0.766
O2 5.535 0.460 -0.025
C13 -2.616 0.706 1.551
C14 -3.151 -0.331 2.540
C15 -4.458 0.102 3.157
F1 -4.348 1.257 3.845
F2 -5.419 0.293 2.227
F3 -4.936 -0.822 4.018
H1 2.629 1.813 1.451
H2 4.153 1.204 2.116
H3 3.289 2.532 2.906
H4 2.618 0.761 4.299
H5 2.655 -0.437 3.028
H6 -0.465 -1.298 2.517
H7 0.948 -1.075 1.514
H8 -1.014 -2.095 -0.437
H9 -0.921 -0.795 -1.613
H10 -3.587 -0.880 -0.317
H11 -3.147 -2.354 -1.168
H12 -4.075 -0.477 -2.420
H13 -1.167 2.093 -0.830
H14 -0.316 2.511 0.633
H15 0.770 1.899 -2.005
H16 1.597 2.507 -0.596
H17 2.068 0.205 0.182
H18 1.223 -0.441 -1.262
H19 2.823 0.593 -2.737
H20 3.545 1.514 -1.417
H21 4.445 -2.491 -2.002
H22 3.114 -1.745 -2.858
H23 2.883 -2.274 -1.170
H24 4.831 -1.142 1.734
H25 5.126 -2.412 0.526
H26 3.477 -1.851 0.814
H27 -2.341 1.609 2.110
H28 -3.381 1.011 0.833
H29 -2.450 -0.460 3.367
H30 -3.356 -1.294 2.065
C16 -5.315 0.390 -5.467
Cl1 -6.067 0.088 -3.885
Cl2 -5.268 -1.119 -6.379
Cl3 -6.285 1.580 -6.337
Cl4 -3.682 1.003 -5.240

## Properties
Relative energy (zero: lowest compared OMol25 entry of this formula, charge and spin) = 0.0000 eV
Gap between HOMO and LUMO = 0.31691 Ha
Total charge = 0
E_tot = -99619.7263 eV
Structure (SMILES) = CCSC[Si@](CCO)(CCCCN(C)C(C)=O)CCC(F)(F)F.ClC(Cl)(Cl)Cl

An isolated molecule of C16H18ClF3N4O4S. Source: the Open Molecules 2025 dataset; level of theory: ωB97M-V with the def2-TZVPD basis set.

Cartesian coordinates (Å):
O1 0.285 -2.561 2.330
O2 2.922 -1.321 -1.044
O3 3.614 1.044 -0.600
F1 -2.894 1.539 1.900
F2 -3.342 2.371 -0.118
F3 -3.795 0.237 0.308
Cl1 -0.986 2.441 -5.669
N1 1.125 2.592 4.225
N2 0.427 0.900 5.544
O4 -0.191 2.119 5.936
C1 0.770 -2.183 1.235
C2 0.290 3.074 5.135
C3 1.204 1.242 4.557
C4 -0.134 0.421 -4.068
C5 0.716 2.603 -3.546
C6 0.598 -0.167 -3.026
C7 1.469 2.051 -2.490
C8 -0.049 1.768 -4.331
C9 1.429 0.702 -2.246
N3 1.551 -3.143 0.650
N4 1.356 0.158 0.421
C10 -2.932 1.253 0.567
C11 2.038 0.221 3.810
C12 1.579 1.154 1.488
C13 2.681 0.756 2.497
C14 -1.575 0.756 0.113
C15 -1.037 -0.430 0.975
C16 0.305 -0.946 0.456
S1 2.505 0.108 -0.878
H1 0.005 4.133 5.194
H2 -0.771 -0.166 -4.697
H3 0.751 3.634 -3.812
H4 0.664 -1.247 -2.876
H5 2.108 2.669 -1.844
H6 2.208 -2.761 -0.008
H7 1.821 -3.934 1.255
H8 2.813 -0.051 4.511
H9 1.425 -0.669 3.684
H10 0.643 1.377 2.013
H11 1.853 2.078 0.997
H12 3.264 1.638 2.683
H13 3.352 -0.005 2.094
H14 -1.697 0.411 -0.919
H15 -0.863 1.590 0.077
H16 -1.769 -1.239 0.951
H17 -0.995 -0.092 2.001
H18 0.130 -1.255 -0.562

## Properties
Relative energy (zero: lowest compared OMol25 entry of this formula, charge and spin) = 0.3660 eV
Gap between HOMO and LUMO = 0.34533 Ha
Total charge = 0
E_tot = -62543.5413 eV
Structure (SMILES) = NC(=O)[C@@H](CCC(F)(F)F)N(CCCc1ncon1)S(=O)(=O)c1ccc(Cl)cc1

An isolated molecule of C3H6N2. Source: the Open Molecules 2025 dataset; level of theory: ωB97M-V with the def2-TZVPD basis set.

Cartesian coordinates (Å):
C1 -2.058 -0.013 0.082
C2 1.235 -0.682 -0.219
C3 1.242 0.691 -0.021
H1 -3.122 -0.217 -0.504
H2 -1.917 -0.315 1.190
H3 0.873 -0.859 -1.186
H4 1.847 -1.500 0.287
H5 0.721 1.478 -0.607
H6 2.029 1.294 0.761
N1 -0.945 0.254 -0.373
N2 0.095 -0.131 0.588

## Properties
Relative energy (zero: lowest compared OMol25 entry of this formula, charge and spin) = 4.7949 eV
Gap between HOMO and LUMO = 0.39677 Ha
Total charge = 0
E_tot = -6183.7500 eV
Structure (SMILES) = C=NN1CC1

C34H60CrN2O2Si as an isolated structure. Source: the Open Molecules 2025 dataset; level of theory: ωB97M-V with the def2-TZVPD basis set.

Cartesian coordinates (Å):
O1 1.324 -1.468 -0.775
O2 0.950 -0.122 -4.111
C1 2.609 -1.783 -0.233
C2 2.641 -2.759 0.927
H1 3.023 -0.815 0.071
H2 3.223 -2.151 -1.072
H3 1.960 -2.457 1.732
H4 3.648 -2.798 1.352
H5 2.370 -3.762 0.579
C3 0.329 -2.497 -0.661
C4 0.366 -3.440 -1.842
H6 -0.633 -1.963 -0.574
H7 0.450 -3.123 0.246
H8 0.268 -2.911 -2.796
H9 -0.451 -4.159 -1.738
H10 1.298 -4.023 -1.848
C5 -0.152 0.414 -4.864
C6 1.879 -0.891 -4.882
C7 -1.453 -0.324 -4.606
H11 0.064 0.395 -5.948
H12 -0.227 1.459 -4.533
H13 -1.389 -1.383 -4.895
H14 -2.231 0.142 -5.224
H15 -1.737 -0.256 -3.547
C8 1.234 -2.066 -5.592
H16 2.617 -1.217 -4.140
H17 2.385 -0.234 -5.613
H18 0.671 -2.703 -4.897
H19 2.031 -2.663 -6.043
H20 0.557 -1.727 -6.387
H21 1.473 0.445 -1.885
N1 -1.032 -0.748 3.478
C9 -1.848 -0.206 4.401
C10 -2.577 0.966 4.177
C11 -2.569 1.744 3.014
C12 -1.993 -0.954 5.696
H22 -1.021 -1.321 6.062
H23 -2.666 -1.821 5.592
H24 -2.418 -0.296 6.462
C13 -3.521 2.894 2.891
H25 -4.236 2.761 2.070
H26 -3.009 3.853 2.747
H27 -4.090 2.956 3.821
N2 -1.772 1.470 1.978
C14 -0.669 -2.139 3.562
C15 0.529 -2.527 4.192
C16 1.464 -1.541 4.816
C17 0.831 -3.886 4.261
H28 1.772 -4.185 4.720
C18 -0.059 -4.848 3.800
H29 0.206 -5.905 3.849
C19 -1.284 -4.457 3.276
H30 -2.008 -5.197 2.936
C20 -1.614 -3.109 3.173
C21 -2.995 -2.727 2.743
C22 -1.939 2.051 0.670
C23 -1.340 3.275 0.344
C24 -0.409 3.934 1.306
C25 -1.616 3.829 -0.907
H31 -1.178 4.798 -1.145
C26 -2.370 3.137 -1.855
H32 -2.545 3.571 -2.838
C27 -2.916 1.892 -1.535
H33 -3.529 1.343 -2.254
C28 -2.678 1.327 -0.281
C29 -3.081 -0.090 0.014
Cr1 -0.314 0.283 2.019
H34 2.180 -1.156 4.083
H35 2.056 -2.040 5.594
H36 0.966 -0.682 5.276
H37 -2.994 -1.869 2.062
H38 -3.644 -2.481 3.598
H39 -3.467 -3.570 2.224
H40 0.030 4.801 0.805
H41 0.411 3.275 1.635
H42 -0.928 4.304 2.201
H43 -3.631 -0.204 0.961
H44 -2.196 -0.757 0.066
H45 -3.729 -0.470 -0.788
H46 -3.301 1.241 4.947
C30 1.310 1.535 -1.735
Si1 2.512 2.636 -2.730
H47 0.258 1.712 -1.989
H48 1.420 1.713 -0.656
C31 4.204 1.842 -2.983
C32 2.796 4.284 -1.860
C33 1.996 3.086 -4.488
H49 2.876 3.517 -4.987
H50 1.205 3.845 -4.498
H51 1.671 2.230 -5.090
H52 4.747 1.757 -2.033
H53 4.774 2.503 -3.650
H54 4.142 0.853 -3.454
H55 2.867 4.187 -0.771
H56 1.999 5.002 -2.095
H57 3.740 4.721 -2.214
C34 1.528 1.119 2.228
H58 1.439 1.868 3.042
H59 1.917 1.587 1.310
H60 2.240 0.330 2.530

## Properties
2S+1 = 4
Gap between HOMO and LUMO (spin up / spin down) = 0.27991 / 0.30229 Ha
Total charge = +1
Expectation value of S² = 3.869
E_tot = -79600.0980 eV

An isolated molecule of C3H5NO4. Source: the Open Molecules 2025 dataset; level of theory: ωB97M-V with the def2-TZVPD basis set.

Cartesian coordinates (Å):
C1 -0.122 0.540 -0.946
C2 0.728 -1.493 0.375
C3 -1.065 -0.195 0.237
O1 -0.703 -1.424 0.516
O2 1.354 -0.571 1.144
O3 -0.223 1.939 -0.722
N1 -2.005 0.453 0.783
O4 1.287 -2.460 -0.091
H1 2.247 -0.949 1.272
H2 0.331 2.147 0.049
H3 -2.080 1.403 0.404
H4 -0.670 0.306 -1.862
H5 0.921 0.303 -1.159

## Properties
Relative energy (zero: lowest compared OMol25 entry of this formula, charge and spin) = 2.0603 eV
Gap between HOMO and LUMO = 0.38925 Ha
Total charge = 0
E_tot = -12870.8148 eV
Structure (SMILES) = [H]/N=C(\CO)OC(=O)O

An isolated molecule of C3H4N2O. Source: the Open Molecules 2025 dataset; level of theory: ωB97M-V with the def2-TZVPD basis set.

Cartesian coordinates (Å):
C1 -0.467 0.001 -0.019
C2 0.390 0.999 -0.271
C3 1.576 -0.727 -0.018
H1 -2.067 0.660 0.814
H2 -2.344 -0.918 0.009
H3 0.322 1.995 -0.351
H4 2.431 -1.554 0.199
N1 -1.851 -0.023 -0.119
N2 0.310 -1.075 -0.262
O1 1.702 0.643 0.019

## Properties
Relative energy (zero: lowest compared OMol25 entry of this formula, charge and spin) = 3.0611 eV
Gap between HOMO and LUMO = 0.34376 Ha
Total charge = 0
E_tot = -8200.8243 eV
Structure (SMILES) = Nc1cocn1

C3HO3Tm as an isolated structure. Source: the Open Molecules 2025 dataset; level of theory: ωB97M-V with the def2-TZVPD basis set.

Cartesian coordinates (Å):
H1 2.610 1.736 -0.468
O1 2.921 -0.934 -2.012
C1 2.481 -0.147 -1.257
C2 2.015 0.815 -0.470
O2 1.035 0.679 0.430
C3 -3.338 0.027 0.387
O3 -4.399 0.138 0.051
Tm1 -0.829 -0.078 1.252

## Properties
2S+1 = 3
Gap between HOMO and LUMO (spin up / spin down) = 0.32152 / 0.25569 Ha
Total charge = +2
Expectation value of S² = 2.009
E_tot = -38779.0376 eV

C4F12InN2O8S4 as an isolated structure. Source: the Open Molecules 2025 dataset; level of theory: ωB97M-V with the def2-TZVPD basis set.

Cartesian coordinates (Å):
In1 24.350 -7.891 6.432
C1 27.309 -6.146 8.766
F1 27.213 -7.278 9.418
F2 26.314 -5.323 9.083
F3 28.472 -5.570 9.070
S1 27.339 -6.754 6.925
O1 26.373 -5.889 6.277
O2 28.713 -6.685 6.413
N1 26.386 -8.171 7.023
S2 27.473 -9.255 6.881
O3 28.066 -9.273 5.559
O4 28.419 -9.370 7.993
C2 26.362 -10.870 7.126
F4 26.938 -11.947 6.541
F5 26.129 -11.042 8.384
F6 25.194 -10.642 6.501
C3 23.650 -12.218 5.874
F7 24.530 -12.770 6.785
F8 24.381 -11.781 4.794
F9 22.875 -13.163 5.344
S3 22.593 -10.670 6.494
O5 22.245 -9.834 5.364
O6 21.332 -11.180 7.099
N2 23.693 -9.655 7.383
S4 23.469 -10.240 8.837
O7 22.186 -10.008 9.437
O8 23.941 -11.563 9.146
C4 24.726 -9.065 9.948
F10 25.716 -9.761 10.575
F11 25.434 -8.158 9.202
F12 23.940 -8.454 10.813

## Properties
Relative energy (zero: lowest compared OMol25 entry of this formula, charge and spin) = 1.9076 eV
Gap between HOMO and LUMO = 0.17394 Ha
Total charge = +1
E_tot = -104610.9861 eV

C38H41BClN8O3PSr as an isolated structure. Source: the Open Molecules 2025 dataset; level of theory: ωB97M-V with the def2-TZVPD basis set.

Cartesian coordinates (Å):
Sr1 0.076 0.806 0.397
C1 3.761 2.344 -0.221
C2 3.694 0.886 0.100
C3 4.682 -0.096 -0.056
C4 4.110 -1.254 0.419
N1 2.855 -0.975 0.823
N2 2.598 0.350 0.626
B1 1.784 -1.889 1.482
N3 0.636 -2.230 0.447
C5 0.719 -3.246 -0.432
C6 -0.469 -3.335 -1.120
C7 -1.260 -2.302 -0.595
C8 -2.644 -1.887 -0.974
N4 -0.591 -1.647 0.349
N5 1.214 -1.225 2.762
C9 1.490 -1.625 4.023
C10 0.883 -0.758 4.897
C11 0.237 0.180 4.079
C12 -0.618 1.341 4.475
N6 0.451 -0.103 2.802
N7 2.351 -3.249 1.901
C13 1.577 -4.288 2.310
C14 2.402 -5.259 2.809
C15 3.703 -4.725 2.680
C16 5.005 -5.358 3.052
N8 3.660 -3.517 2.144
H1 4.184 2.507 -1.213
H2 4.392 2.871 0.495
H3 2.769 2.795 -0.196
H4 5.690 0.033 -0.414
H5 4.516 -2.241 0.550
H6 1.596 -3.872 -0.468
H7 -0.746 -4.070 -1.858
H8 -3.259 -2.754 -1.211
H9 -2.634 -1.238 -1.853
H10 -3.114 -1.348 -0.153
H11 2.102 -2.490 4.217
H12 0.900 -0.795 5.973
H13 -0.141 1.929 5.258
H14 -1.584 1.001 4.852
H15 -0.804 1.991 3.618
H16 0.502 -4.250 2.232
H17 2.118 -6.215 3.217
H18 4.841 -6.220 3.696
H19 5.641 -4.648 3.577
H20 5.543 -5.698 2.166
C17 -1.683 4.615 1.164
P1 -2.386 3.025 0.583
C18 -3.811 2.738 1.676
C19 -4.368 3.721 2.490
C20 -5.441 3.418 3.317
C21 -5.971 2.137 3.334
C22 -5.423 1.150 2.527
C23 -4.343 1.448 1.712
C24 -3.118 3.486 -1.025
C25 -2.322 4.151 -1.958
C26 -2.824 4.470 -3.210
C27 -4.123 4.116 -3.553
C28 -4.915 3.443 -2.635
C29 -4.418 3.130 -1.377
H21 -1.384 4.516 2.208
H22 -2.387 5.440 1.061
H23 -0.794 4.844 0.577
H24 -3.976 4.729 2.485
H25 -5.864 4.188 3.949
H26 -6.809 1.907 3.980
H27 -5.829 0.147 2.542
H28 -3.902 0.671 1.098
H29 -1.299 4.412 -1.718
H30 -2.201 5.001 -3.918
H31 -4.516 4.370 -4.528
H32 -5.930 3.171 -2.893
H33 -5.056 2.623 -0.665
C30 0.005 -0.631 -5.239
C31 1.075 -1.291 -4.426
C32 1.049 -2.648 -4.245
C33 2.058 -3.311 -3.531
Cl1 1.957 -4.995 -3.333
C34 3.165 -2.620 -2.997
C35 3.237 -1.279 -3.185
C36 2.183 -0.577 -3.844
O1 2.409 0.717 -3.968
C37 1.380 1.681 -3.713
C38 0.773 1.364 -2.339
O2 0.342 2.313 -1.656
O3 0.781 0.152 -2.000
H34 -0.551 -1.384 -5.793
H35 0.424 0.075 -5.956
H36 -0.700 -0.100 -4.596
H37 0.241 -3.230 -4.667
H38 3.927 -3.156 -2.449
H39 4.049 -0.691 -2.778
H40 0.598 1.672 -4.470
H41 1.872 2.647 -3.702

## Properties
2S+1 = 2
Relative energy (zero: lowest compared OMol25 entry of this formula, charge and spin) = 0.0360 eV
Gap between HOMO and LUMO (spin up / spin down) = 0.30440 / 0.17500 Ha
Total charge = +1
Expectation value of S² = 0.769
E_tot = -81458.4767 eV

C6H9CaClN3O4 as an isolated structure. Source: the Open Molecules 2025 dataset; level of theory: ωB97M-V with the def2-TZVPD basis set.

Cartesian coordinates (Å):
Ca1 23.884 -2.440 -14.614
Cl1 20.201 -2.791 -13.169
O1 19.263 -1.841 -13.663
O2 19.504 -4.099 -13.197
O3 21.448 -2.920 -13.877
O4 20.494 -2.466 -11.801
C1 20.875 -7.480 -12.440
C2 20.807 -8.578 -11.435
N1 20.756 -9.424 -10.615
H1 21.857 -7.573 -12.903
H2 20.734 -6.470 -12.053
H3 20.103 -7.621 -13.196
C3 18.658 0.867 -10.889
C4 17.533 1.755 -10.534
N2 16.642 2.518 -10.214
H4 18.697 0.018 -10.206
H5 19.568 1.427 -10.676
H6 18.521 0.440 -11.882
C5 16.118 -3.352 -12.315
C6 15.398 -3.092 -11.092
N3 14.835 -2.823 -10.115
H7 16.888 -2.614 -12.537
H8 15.448 -3.620 -13.133
H9 16.733 -4.244 -12.199

## Properties
2S+1 = 2
Gap between HOMO and LUMO (spin up / spin down) = 0.23854 / 0.31256 Ha
Total charge = 0
Expectation value of S² = 0.750
E_tot = -49978.7649 eV

Question: Which formula does entry 8 have?
Answer: C3HO3Tm

Question: Which value of total charge does entry 1 give?
Answer: 0

Question: Which value of total charge does entry 3 give?
Answer: 0